C25H20I2KN4O as an isolated structure. Source: OMol25; level of theory: ωB97M-V/def2-TZVPD.

Properties
Relative energy (zero: lowest compared OMol25 entry of this formula, charge and spin) (kJ/mol): 0.0
Orbital gap (Ha): 0.2464
Charge: -1
DFT total energy (a.u.): -2454.2933
HOMO energy (eV): -4.42
Spin multiplicity: 1
LUMO energy (eV): 2.3

Element x y z (Å)
K 1.8453 -0.1862 -0.8912
I -3.6011 -3.9800 -5.6984
C -2.2007 -2.6888 -4.8310
C -0.9032 -3.1237 -4.6209
C 0.0059 -2.2492 -4.0529
I 1.9553 -2.8759 -3.6212
C -0.3082 -0.9117 -3.6883
O 0.5357 -0.1010 -3.1843
C -1.6769 -0.5354 -3.8887
C -2.0537 0.8484 -3.4449
N -1.8200 1.0190 -2.0101
C -1.7298 2.4235 -1.6342
C -1.1948 2.5538 -0.2326
C -1.9770 3.0266 0.8116
C -1.4204 3.1238 2.0780
C -0.0998 2.7555 2.2561
C 0.6121 2.2831 1.1616
N 0.0766 2.1741 -0.0566
C -2.5861 -1.4060 -4.4490
H -0.6041 -4.1287 -4.8849
H -3.1078 1.0423 -3.6661
H -1.4529 1.5713 -4.0212
H -0.8979 0.6225 -1.8357
H -2.7191 2.8852 -1.7020
H -1.0549 2.9757 -2.3079
H -3.0086 3.2994 0.6294
H -2.0138 3.4768 2.9130
H 0.3776 2.8103 3.2255
H 1.6455 1.9479 1.2622
H -3.6137 -1.0890 -4.5863
C -2.9059 -0.8066 3.3364
C -2.6534 -0.6209 1.9852
C -1.3445 -0.5827 1.5269
C -0.2884 -0.7344 2.4140
C -0.5369 -0.9161 3.7706
C -1.8447 -0.9534 4.2246
N 1.0283 -0.6425 1.8454
N 1.9466 -0.8964 2.6335
C 3.2755 -0.7173 2.1159
C 4.1956 -1.6331 2.6377
C 5.5185 -1.5663 2.2504
C 5.9047 -0.5266 1.4033
C 4.9725 0.4087 0.9639
C 3.5940 0.3774 1.2806
H -3.9247 -0.8338 3.7030
H -3.4640 -0.4964 1.2787
H -1.1451 -0.4179 0.4747
H 0.3001 -1.0186 4.4471
H -2.0411 -1.0939 5.2807
H 3.8368 -2.3932 3.3257
H 6.2477 -2.2835 2.6075
H 6.9466 -0.4365 1.1088
H 5.3722 1.2208 0.3566

Results of the Löwdin charge analysis, in e, for atoms 1 through 8: 0.6734 0.7684 -0.7655 -0.2559 -0.6336 0.8802 -0.5099 -0.2531